1.
A structure of composition C36H35ClN5O5PtS in a non-equilibrium geometry, computed with ωB97M-V/def2-TZVPD.

Properties
2S+1: 1
Kohn-Sham gap in eV: 5.48
Net charge: +1
LUMO energy in eV: -4.256
HOMO in eV: -9.7390

CARTESIAN COORDINATES (ANGSTROEM)
Pt (0.54268, -0.53192, 0.67577)
C (-1.79025, -3.88106, 2.25000)
O (-0.36885, -4.08493, 2.42151)
C (0.21930, -3.03369, 1.87662)
N (-0.55892, -2.11737, 1.37442)
C (-1.91278, -2.39634, 1.85719)
C (-3.06299, -2.16458, 0.91975)
C (-4.34794, -2.35006, 1.42115)
C (-5.44782, -2.20623, 0.59303)
C (-5.27224, -1.86905, -0.74230)
C (-3.99401, -1.66408, -1.23693)
C (-2.88760, -1.81661, -0.41130)
C (1.64540, -2.80719, 1.92768)
C (2.66486, -3.66791, 2.29731)
C (3.97033, -3.20235, 2.27816)
C (4.24309, -1.91988, 1.81721)
C (3.18938, -1.10747, 1.44578)
N (1.91389, -1.52320, 1.60050)
C (3.23349, 0.20048, 0.82851)
N (2.14575, 0.70440, 0.33051)
C (2.45609, 2.03486, -0.20615)
C (3.92941, 2.21748, 0.23186)
O (4.32778, 0.93048, 0.74928)
C (1.61913, 3.18165, 0.30217)
C (0.94263, 3.10922, 1.50910)
C (0.31214, 4.23723, 2.01240)
C (0.33956, 5.42981, 1.30709)
C (0.97639, 5.49080, 0.07440)
C (1.61187, 4.36724, -0.42576)
H (-2.30167, -4.13609, 3.17338)
H (-2.14068, -4.53383, 1.44751)
H (-2.06401, -1.77238, 2.74601)
H (-4.48443, -2.60682, 2.46532)
H (-6.44213, -2.36311, 0.98831)
H (-6.13110, -1.77315, -1.39237)
H (-3.85660, -1.40643, -2.27964)
H (-1.88500, -1.66606, -0.79483)
H (2.43187, -4.68373, 2.58424)
H (4.78227, -3.84456, 2.58653)
H (5.25834, -1.56297, 1.71570)
H (2.37432, 1.99545, -1.29722)
H (4.02091, 2.94746, 1.03655)
H (4.59728, 2.50035, -0.57810)
H (0.90833, 2.18031, 2.06067)
H (-0.17721, 4.18243, 2.97701)
H (-0.13807, 6.31320, 1.71162)
H (0.97975, 6.41224, -0.49243)
H (2.12209, 4.41454, -1.38089)
S (-1.93459, 1.08111, 2.05358)
C (-2.78336, 2.16744, 1.04019)
N (-3.36801, 1.75339, -0.07998)
C (-3.86929, 2.66693, -1.10566)
C (-3.29876, 4.05720, -0.87751)
C (-3.56126, 4.44162, 0.56943)
N (-2.94215, 3.43529, 1.42212)
H (-3.18326, 0.79932, -0.33300)
H (-4.96239, 2.68948, -1.05812)
H (-3.57175, 2.29744, -2.08680)
H (-3.75995, 4.76727, -1.56236)
H (-2.22333, 4.04007, -1.05955)
H (-4.63927, 4.47250, 0.75755)
H (-3.13860, 5.41641, 0.81000)
H (-2.46932, 3.72111, 2.25812)
C (0.99453, -4.06651, -1.89121)
C (2.18733, -3.16633, -2.03569)
C (3.47774, -3.66042, -1.94726)
C (4.57122, -2.82815, -2.14764)
Cl (6.17372, -3.46254, -2.00240)
C (4.38398, -1.49893, -2.47766)
C (3.09600, -0.98704, -2.56383)
C (2.00090, -1.80097, -2.30855)
O (0.70435, -1.38410, -2.28527)
C (0.30694, -0.15574, -2.85886)
C (-0.20544, 0.92489, -1.83997)
O (-0.28296, 2.06256, -2.26590)
O (-0.62140, 0.53775, -0.67457)
H (1.27229, -5.02172, -1.44719)
H (0.55836, -4.25969, -2.87271)
H (0.22688, -3.58833, -1.28596)
H (3.64163, -4.70849, -1.73128)
H (5.23608, -0.86494, -2.68019)
H (2.97168, 0.05615, -2.82032)
H (-0.55907, -0.38502, -3.48495)
H (1.07645, 0.29441, -3.48290)



2.
A structure of composition C30H54CuN7OP2 in a non-equilibrium geometry, computed with ωB97M-V/def2-TZVPD.

Properties
2S+1: 2
Kohn-Sham gap (spin up / spin down) in eV: 6.99 / 5.71
Net charge: +1
LUMO energy (spin up / spin down) in eV: -2.658 / -3.864
HOMO (spin up / spin down) in eV: -9.6447 / -9.5760

CARTESIAN COORDINATES (ANGSTROEM)
C (2.30750, -1.28374, -1.75850)
C (1.25068, 0.58815, -2.67613)
C (3.22476, -1.34391, -2.81591)
C (2.03597, 0.49122, -3.83953)
C (3.05511, -0.46224, -3.88794)
H (4.00656, -2.09605, -2.78458)
H (1.84976, 1.18618, -4.66225)
H (3.70960, -0.51256, -4.75614)
N (1.40670, -0.31432, -1.68509)
P (0.59479, -2.34706, 0.14519)
P (-0.00349, 2.32398, -0.83032)
C (2.26149, -2.34273, -0.65932)
H (2.51283, -3.33164, -1.07361)
H (3.01677, -2.11680, 0.11152)
C (0.15492, 1.58004, -2.51031)
H (0.10518, 2.31719, -3.31832)
C (-1.61680, 3.35917, -0.84516)
C (1.47651, 3.48351, -0.73130)
C (-0.41590, -3.48947, -0.98970)
C (0.90503, -3.20769, 1.79364)
C (-2.72966, 2.54104, -0.17088)
H (-2.51282, 2.38975, 0.89232)
H (-3.67643, 3.09843, -0.24960)
H (-2.87157, 1.56037, -0.63594)
C (-1.47530, 4.65730, -0.04121)
H (-1.17271, 4.46046, 0.99523)
H (-0.78166, 5.37000, -0.49905)
H (-2.46215, 5.14527, -0.00866)
C (-2.04960, 3.67910, -2.27791)
H (-2.96701, 4.28809, -2.23074)
H (-1.30640, 4.26712, -2.83059)
H (-2.28066, 2.76006, -2.83070)
C (1.53943, 3.98703, 0.72851)
H (1.21314, 3.21408, 1.44057)
H (2.58304, 4.23242, 0.96643)
H (0.93864, 4.88964, 0.87965)
C (2.77472, 2.71478, -1.03071)
H (2.92654, 1.87577, -0.34319)
H (2.81330, 2.35115, -2.06375)
H (3.60857, 3.42039, -0.89463)
C (1.34560, 4.62798, -1.75484)
H (0.68991, 4.40055, -2.60599)
H (1.00906, 5.56178, -1.28817)
H (2.33991, 4.82881, -2.18109)
C (-0.44732, -3.55402, 2.43372)
H (-0.25378, -4.02910, 3.40728)
H (-1.04231, -2.64935, 2.61664)
H (-1.04565, -4.25246, 1.83589)
C (1.63467, -2.22318, 2.72201)
H (2.64280, -1.98681, 2.35690)
H (1.07644, -1.29099, 2.86425)
H (1.73958, -2.70416, 3.70679)
C (1.78332, -4.46544, 1.66452)
H (2.63750, -4.31923, 0.99194)
H (2.18636, -4.69438, 2.66198)
H (1.22073, -5.34651, 1.34127)
C (-0.11979, -3.13682, -2.45369)
H (0.91081, -3.37667, -2.74798)
H (-0.79596, -3.71988, -3.09922)
H (-0.30464, -2.07295, -2.64586)
C (-1.90578, -3.22400, -0.71501)
H (-2.20292, -2.24262, -1.11164)
H (-2.50584, -3.99654, -1.22069)
H (-2.15503, -3.24056, 0.35508)
C (-0.09324, -4.97572, -0.78886)
H (0.97698, -5.18972, -0.91438)
H (-0.44009, -5.35965, 0.17769)
H (-0.63126, -5.53909, -1.56735)
Cu (-0.41333, -0.28332, 0.02617)
C (0.93579, 0.60046, 1.02430)
O (1.94856, 0.74152, 1.58522)
N (-1.59489, -0.16779, -1.58249)
C (-1.41184, 0.43582, -2.62288)
C (-2.10590, 0.37077, -4.03012)
C (-1.59168, 1.40832, -5.01262)
C (-1.78726, -0.99813, -4.62499)
C (-3.61806, 0.53162, -3.78896)
H (-1.76454, 2.43631, -4.68450)
H (-0.52373, 1.27262, -5.21661)
H (-2.12806, 1.27775, -5.96230)
H (-2.09988, -1.79165, -3.93633)
H (-2.31422, -1.13597, -5.58010)
H (-0.70664, -1.09181, -4.80340)
H (-4.07245, 1.22365, -4.51078)
H (-4.09514, -0.45346, -3.86251)
H (-3.81924, 0.91341, -2.77911)
N (-1.62689, 1.60264, 4.75508)
N (-1.64496, 0.63287, 3.77391)
N (-2.82685, 0.01516, 3.46846)
C (-2.57802, -0.42049, 2.23465)
N (-1.37505, -0.02105, 1.77866)
N (-0.79814, 0.72240, 2.74062)
H (-0.66730, 1.82408, 5.00471)
H (-2.20553, 1.31738, 5.53069)
H (-3.29249, -1.00377, 1.66163)



3.
A structure of composition C50H92BiN5OP3SbSi3, computed with ωB97M-V/def2-TZVPD.

Properties
2S+1: 1
Kohn-Sham gap in eV: 7.24
Net charge: +2
LUMO energy in eV: -5.481
HOMO in eV: -12.7199

CARTESIAN COORDINATES (ANGSTROEM)
Bi (1.87264, -0.50958, -0.25028)
C (4.00531, -4.12976, 2.58059)
Sb (2.40679, -3.08168, 1.60568)
C (3.69265, -1.55246, 0.60155)
C (4.38251, -0.55636, 1.49708)
C (4.90677, 0.63119, 0.98553)
C (5.59276, 1.49338, 1.82750)
C (5.72988, 1.15368, 3.16152)
C (5.17139, -0.04414, 3.58738)
N (4.52223, -0.88141, 2.78468)
Si (5.08834, -2.42160, -0.38345)
C (4.60456, -4.08229, -1.11336)
C (6.56497, -2.68675, 0.73123)
C (5.68697, -1.36682, -1.81584)
C (1.20479, -2.07494, 3.19471)
C (1.50858, -0.62273, 3.43311)
C (1.39508, -0.06801, 4.71482)
C (1.70345, 1.25395, 4.95059)
C (2.15069, 2.03347, 3.89592)
C (2.19984, 1.44353, 2.65447)
N (1.85410, 0.17283, 2.40488)
Si (1.45469, -3.16734, 4.78380)
C (0.12931, -2.97291, 6.10838)
C (1.37553, -5.00488, 4.35306)
C (3.10694, -2.77234, 5.57070)
Si (-0.65057, -2.21815, 2.68240)
C (-1.28546, -3.97243, 2.83456)
C (-1.05554, -1.80628, 0.88714)
C (-1.67333, -1.02923, 3.70741)
H (4.49367, -4.71409, 1.80296)
H (3.61949, -4.81345, 3.32829)
H (4.70277, -3.42291, 3.01412)
H (4.78722, 0.87086, -0.06623)
H (6.01347, 2.41493, 1.44597)
H (6.25576, 1.79075, 3.85801)
H (5.24945, -0.34829, 4.62543)
H (4.16631, -4.78433, -0.40334)
H (5.53761, -4.53393, -1.46376)
H (3.94859, -4.02414, -1.98057)
H (6.44892, -3.54672, 1.38907)
H (6.80534, -1.82125, 1.34895)
H (7.42990, -2.88285, 0.09211)
H (6.04543, -0.38645, -1.49968)
H (4.93283, -1.23234, -2.59184)
H (6.53342, -1.87911, -2.28056)
H (1.06142, -0.67961, 5.53463)
H (1.61339, 1.66408, 5.94797)
H (2.44402, 3.06548, 4.02460)
H (2.55028, 2.01640, 1.80779)
H (-0.86423, -3.25435, 5.75931)
H (0.04826, -1.99984, 6.58987)
H (0.39752, -3.68738, 6.89285)
H (0.47315, -5.43487, 4.78887)
H (2.22226, -5.52139, 4.80994)
H (1.36490, -5.26550, 3.29414)
H (3.17843, -1.73996, 5.91208)
H (3.94268, -2.95711, 4.89939)
H (3.23016, -3.41534, 6.44597)
H (-0.71732, -4.66681, 2.21184)
H (-2.31574, -3.98256, 2.46917)
H (-1.29848, -4.36603, 3.84791)
H (-0.49105, -2.42680, 0.18675)
H (-1.00759, -0.76175, 0.57142)
H (-2.10450, -2.09906, 0.76773)
H (-1.70554, -1.29120, 4.76502)
H (-2.70079, -1.04348, 3.33167)
H (-1.30427, -0.00347, 3.63001)
C (-0.35383, -1.92230, -2.87325)
P (1.27195, -2.38635, -2.22806)
C (1.12502, -4.17045, -1.94185)
C (2.40269, -2.11896, -3.64080)
C (2.37678, -0.65391, -4.09041)
P (2.43846, 0.63091, -2.75437)
C (1.06468, 1.73084, -3.18910)
C (3.92826, 1.61425, -3.07634)
H (-0.58619, -2.51559, -3.76059)
H (-0.40528, -0.86075, -3.10792)
H (-1.10647, -2.10011, -2.10713)
H (1.02593, -4.68273, -2.90063)
H (0.22585, -4.34870, -1.35137)
H (1.97478, -4.56471, -1.39321)
H (2.10666, -2.76242, -4.47345)
H (3.40034, -2.42897, -3.32994)
H (1.45380, -0.45314, -4.63734)
H (3.19595, -0.45713, -4.78574)
H (1.06426, 1.90409, -4.26695)
H (1.16349, 2.68453, -2.67301)
H (0.11395, 1.29558, -2.86334)
H (3.86005, 2.05713, -4.07174)
H (4.81300, 0.98713, -3.02202)
H (4.02175, 2.41608, -2.34344)
N (-1.34007, 3.52495, 2.51898)
C (-0.34572, 3.53366, 1.59457)
C (-0.04913, 2.39086, 0.81689)
N (0.97632, 2.37160, -0.00391)
C (1.71741, 3.48376, -0.10803)
C (1.40341, 4.60988, 0.62686)
N (0.38382, 4.63932, 1.48000)
H (-2.06758, 2.83300, 2.46379)
H (-1.58984, 4.41511, 2.91954)
H (-0.65449, 1.49159, 0.88981)
H (2.56910, 3.47272, -0.77839)
H (1.98904, 5.51688, 0.53389)
O (-1.80892, 0.77140, -1.71965)
P (-3.07075, 1.46728, -2.16910)
C (-2.73633, 3.18083, -2.72216)
C (-1.72099, 3.93011, -1.85428)
C (-1.16401, 5.12299, -2.63860)
C (-2.26560, 5.85469, -3.43288)
C (-3.64240, 5.55676, -2.85015)
C (-3.97933, 4.06623, -2.98317)
C (-4.29349, 1.49087, -0.81521)
C (-3.88388, 2.50363, 0.27521)
C (-4.46512, 2.13380, 1.65014)
C (-5.81848, 1.45166, 1.49100)
C (-5.64005, 0.09711, 0.79017)
C (-4.44325, 0.10605, -0.17209)
C (-3.84641, 0.69606, -3.63911)
C (-3.67476, -0.83278, -3.68537)
C (-4.56184, -1.41042, -4.78361)
C (-6.04557, -1.25867, -4.41373)
C (-6.28650, -0.02368, -3.53515)
C (-5.32365, 1.10523, -3.89070)
H (-2.23665, 3.00270, -3.68559)
H (-0.92034, 3.25926, -1.55193)
H (-2.20138, 4.28054, -0.93847)
H (-0.39021, 4.76892, -3.32733)
H (-0.67167, 5.81003, -1.94668)
H (-2.24957, 5.53942, -4.47993)
H (-2.07877, 6.92818, -3.43672)
H (-4.41148, 6.14699, -3.34894)
H (-3.66389, 5.85573, -1.79842)
H (-4.35461, 3.87153, -3.98966)
H (-4.79283, 3.82025, -2.29674)
H (-5.26014, 1.78238, -1.23438)
H (-4.22093, 3.50333, -0.00854)
H (-2.79256, 2.54700, 0.32850)
H (-4.55095, 3.02845, 2.27028)
H (-3.79284, 1.44376, 2.17629)
H (-6.47282, 2.10127, 0.90310)
H (-6.30729, 1.31978, 2.45589)
H (-6.55005, -0.15777, 0.24305)
H (-5.49631, -0.69152, 1.53255)
H (-4.56482, -0.67979, -0.91633)
H (-3.51335, -0.12003, 0.35745)
H (-3.24694, 1.09208, -4.46819)
H (-3.93737, -1.29572, -2.73115)
H (-2.62669, -1.06471, -3.86019)
H (-4.32204, -2.45961, -4.96188)
H (-4.35002, -0.88351, -5.71887)
H (-6.39158, -2.15091, -3.88857)
H (-6.64318, -1.18682, -5.32363)
H (-6.16641, -0.27994, -2.47818)
H (-7.31571, 0.31956, -3.64512)
H (-5.59100, 2.00681, -3.34265)
H (-5.44546, 1.35958, -4.94625)